[1]
C4H4N2O | ωB97M-V/def2-TZVPD

Values from the calculation:
- SMILES = N=C=C/N=C\C=O
- E_LUMO (eV) = -0.46
- molar mass (u) = 96.1
- charge = 0
- HOMO-LUMO gap (eV) = 8.3
- relative energy (zero: lowest compared OMol25 entry of this formula, charge and spin) (kJ/mol) = 270.3
- total energy (eV) = -9237.687

Each line ends with the natural charge from an NBO analysis.
Element x y z (Å)
N -1.9795 -1.0527 -0.5218  -0.596
C -1.4955 0.0452 -0.3256  0.470
C -0.9766 1.2070 0.0539  -0.292
N 0.2697 1.3760 0.6510  -0.321
C 1.2137 0.5165 0.7042  -0.047
C 1.3409 -0.8132 0.0269  0.362
O 0.8797 -1.0882 -1.0604  -0.516
H -1.8097 -1.4654 -1.4396  0.400
H -1.6074 2.0874 -0.0040  0.234
H 2.0900 0.8077 1.2940  0.186
H 1.9456 -1.5592 0.5774  0.119

---

[2]
C3H11N3 | ωB97M-V/def2-TZVPD

Values from the calculation:
- SMILES = [H]/N=C/N.CCN
- E_LUMO (eV) = 0.82
- molar mass (u) = 89.1
- charge = 0
- HOMO-LUMO gap (eV) = 9.5
- relative energy (zero: lowest compared OMol25 entry of this formula, charge and spin) (kJ/mol) = 169.8
- total energy (eV) = -7758.324

Each line ends with the natural charge from an NBO analysis.
Element x y z (Å)
H -4.4064 2.9028 1.4585  0.360
N -3.8249 2.9563 0.6332  -0.785
C -3.5289 1.8174 0.1582  0.310
N -3.4871 1.5167 -1.1702  -0.812
H -3.2201 1.0448 0.8790  0.141
H -3.5069 0.5893 -1.5426  0.390
H -3.7724 2.1357 -1.9055  0.396
C 3.4930 -0.5642 0.0811  -0.626
C 2.6421 -1.7849 0.3499  -0.218
N 1.2843 -1.6879 -0.2096  -0.835
H 4.4560 -0.5961 0.5642  0.220
H 2.8338 0.3022 0.2368  0.201
H 3.5651 -0.4030 -1.0118  0.215
H 2.6410 -2.1475 1.3904  0.161
H 3.1738 -2.6120 -0.1529  0.176
H 0.7640 -2.5424 -0.0914  0.361
H 0.8937 -0.9273 0.3328  0.346

---

[3]
C43H122N10O13 | ωB97M-V/def2-TZVPD

Values from the calculation:
- E_LUMO (eV) = 0.07
- molar mass (u) = 987.5
- charge = 0
- HOMO-LUMO gap (eV) = 9.0
- relative energy (zero: lowest compared OMol25 entry of this formula, charge and spin) (kJ/mol) = 836.0
- total energy (eV) = -88073.369

Each line ends with the Mulliken charge.
Element x y z (Å)
C 5.7979 0.9395 1.1588  -0.495
O 5.2541 -0.1288 1.8351  -0.506
H 5.0617 1.6824 0.8516  0.220
H 6.4697 1.4605 1.8410  0.222
H 6.3844 0.6172 0.2984  0.251
H 4.5980 -0.6118 1.3273  0.304
C -3.4970 -4.0334 -3.2427  -0.501
O -3.1620 -3.7962 -4.5823  -0.497
H -4.2551 -3.3419 -2.8751  0.237
H -3.7979 -5.0640 -3.0543  0.265
H -2.6838 -3.9006 -2.5290  0.193
H -3.8359 -4.1662 -5.1573  0.303
C 1.4899 -1.9496 -8.2761  -0.448
O 0.1996 -1.6090 -7.8480  -0.504
H 1.5304 -2.9565 -8.6915  0.202
H 1.6578 -1.1828 -9.0325  0.199
H 2.0848 -1.6943 -7.3992  0.246
H -0.0238 -1.9836 -6.9928  0.305
C -2.1870 -4.3464 2.9772  -1.507
C -1.4344 -5.5683 2.3106  0.489
C -0.5248 -6.3532 3.3112  -0.619
O 0.4151 -5.5334 3.8728  -0.269
C 1.5375 -6.2875 4.4772  -0.786
N -2.5942 -6.3615 1.9217  -0.788
H -2.9999 -3.9082 2.3982  0.466
H -1.4921 -3.5401 3.2117  0.317
H -2.7098 -4.5321 3.9154  0.387
H -0.7928 -5.3568 1.4552  0.268
H -0.1633 -7.2179 2.7546  0.328
H -1.0919 -6.6049 4.2074  0.274
H 1.9420 -5.5420 5.1618  0.260
H 2.2797 -6.4352 3.6928  0.297
H 1.2661 -7.1422 5.0968  0.321
H -3.1210 -6.5876 2.7532  0.291
H -3.2616 -5.8073 1.4045  0.269
C -3.4321 -1.0568 9.2709  -1.376
C -3.7280 -1.6310 7.9113  0.558
C -5.2221 -2.0105 7.6683  -0.815
O -5.6813 -3.0696 8.4414  -0.390
C -4.9234 -4.2629 8.5473  -0.558
N -3.2981 -0.7191 6.8655  -0.646
H -4.2936 -0.4593 9.5690  0.356
H -2.7030 -0.2465 9.2720  0.405
H -3.0452 -1.7787 9.9901  0.292
H -3.1237 -2.5215 7.7383  0.322
H -5.4785 -2.3038 6.6503  0.361
H -5.9774 -1.2476 7.8572  0.344
H -5.3742 -5.1766 8.9347  0.272
H -3.9928 -4.1131 9.0947  0.216
H -4.6516 -4.5227 7.5242  0.224
H -2.3101 -0.5286 6.9533  0.182
H -3.8125 0.1307 7.0483  0.255
C 11.5643 -4.3352 -5.0058  -1.453
C 10.1759 -4.2138 -5.7761  0.291
C 9.3008 -3.0115 -5.3233  -0.551
O 8.2761 -2.6527 -6.3332  -0.377
C 7.4769 -1.4559 -5.9855  -0.728
N 10.3541 -4.2108 -7.2306  -0.730
H 11.4274 -4.5086 -3.9384  0.363
H 12.1390 -3.4211 -5.1550  0.351
H 12.2178 -5.0998 -5.4260  0.370
H 9.6749 -5.0900 -5.3646  0.209
H 9.9855 -2.1644 -5.2824  0.330
H 8.9140 -3.2517 -4.3330  0.347
H 6.9855 -1.6622 -5.0346  0.297
H 6.6979 -1.2116 -6.7077  0.261
H 8.1141 -0.5903 -5.8045  0.300
H 10.9618 -3.4283 -7.4270  0.275
H 9.3899 -3.9650 -7.4039  0.442
C 0.7631 0.9065 -2.0212  -1.377
C 0.2808 0.8290 -0.5276  0.454
C -1.2377 1.1360 -0.4924  -0.827
O -1.7486 1.0418 0.8487  -0.234
C -2.9031 1.8050 0.9582  -0.853
N 0.4680 -0.5383 -0.0298  -0.668
H -0.1089 0.6736 -2.6322  0.369
H 1.4859 0.1122 -2.2078  0.395
H 1.3218 1.8183 -2.2328  0.325
H 0.7696 1.4988 0.1798  0.314
H -1.9022 0.4554 -1.0247  0.313
H -1.4637 2.1501 -0.8222  0.398
H -2.7611 2.8754 0.8088  0.314
H -3.3088 1.5048 1.9243  0.279
H -3.7097 1.4134 0.3385  0.328
H 0.2662 -1.1720 -0.7899  0.242
H -0.1688 -0.8801 0.6758  0.229
C 4.7167 6.7300 -4.3009  -1.587
C 5.7891 5.7276 -4.6424  0.649
C 6.6079 5.1296 -3.4886  -0.653
O 7.5352 6.1574 -2.9182  -0.302
C 8.3831 5.6994 -1.9590  -0.706
N 5.2191 4.6522 -5.4373  -0.787
H 3.8895 6.1288 -3.9238  0.400
H 4.2924 7.2318 -5.1705  0.377
H 4.9643 7.5538 -3.6314  0.326
H 6.3986 6.2877 -5.3515  0.253
H 7.1508 4.2417 -3.8126  0.349
H 5.8703 4.8266 -2.7456  0.318
H 7.8769 5.2715 -1.0937  0.275
H 9.0813 6.5089 -1.7458  0.247
H 8.9444 4.8596 -2.3685  0.299
H 5.9379 4.2617 -6.0296  0.259
H 4.6300 5.2219 -6.0277  0.283
C -9.7085 -5.2768 1.8796  -1.353
C -8.8636 -4.1890 2.5493  0.716
C -8.7932 -2.7749 1.8284  -0.916
O -8.2786 -2.9577 0.4764  -0.279
C -8.7508 -2.0580 -0.4944  -0.746
N -9.3005 -3.9017 3.9558  -0.728
H -10.7652 -5.0537 1.7318  0.351
H -9.7550 -6.2266 2.4122  0.334
H -9.5425 -5.6314 0.8623  0.342
H -7.8071 -4.4460 2.6258  0.137
H -8.1203 -2.0524 2.2903  0.373
H -9.7623 -2.2762 1.8415  0.437
H -9.8328 -1.9282 -0.5203  0.321
H -8.5300 -2.4335 -1.4935  0.250
H -8.1864 -1.1387 -0.3377  0.281
H -8.9926 -3.0145 4.3273  0.240
H -8.9834 -4.5903 4.6232  0.241
C -0.0264 3.8421 7.9705  -1.168
C 1.4289 3.8332 7.4777  0.697
C 1.8768 2.6720 6.6414  -0.913
O 1.2905 1.4846 7.0723  -0.287
C 1.5066 0.4677 6.1200  -0.732
N 1.8785 5.1487 6.9750  -0.744
H -0.5488 3.3207 7.1684  0.259
H -0.3479 4.8835 7.9844  0.407
H -0.1304 3.3683 8.9467  0.269
H 2.0700 3.6846 8.3467  0.108
H 2.9527 2.4981 6.6607  0.423
H 1.5946 2.9703 5.6317  0.374
H 0.9534 0.5932 5.1892  0.299
H 1.0555 -0.4478 6.5027  0.227
H 2.5826 0.3449 5.9971  0.344
H 2.8518 5.3188 6.7652  0.210
H 1.6997 5.8974 7.6289  0.224
C 6.1317 -8.2597 -1.9654  -1.207
C 5.4093 -8.9339 -3.1123  0.258
C 4.9562 -7.9289 -4.1627  -0.649
O 4.0273 -7.0488 -3.4008  -0.285
C 3.7235 -5.9547 -4.1336  -0.639
N 6.3702 -9.8052 -3.6830  -0.752
H 6.8221 -7.6307 -2.5274  0.211
H 6.6809 -8.9941 -1.3762  0.354
H 5.6195 -7.6554 -1.2167  0.286
H 4.5911 -9.5438 -2.7296  0.411
H 4.4786 -8.3733 -5.0360  0.383
H 5.7866 -7.3163 -4.5136  0.301
H 3.0293 -6.1895 -4.9405  0.279
H 4.6381 -5.5932 -4.6036  0.247
H 3.1662 -5.1821 -3.6037  0.248
H 5.9696 -10.3474 -4.4352  0.268
H 6.9797 -9.1734 -4.1825  0.290
C -7.0877 5.5774 -6.5111  -1.307
C -7.7648 4.2999 -5.8732  0.389
C -7.1543 3.8231 -4.5383  -0.746
O -5.7282 3.4457 -4.6375  -0.351
C -5.5027 2.2407 -5.3646  -0.739
N -9.1047 4.7451 -5.6824  -0.748
H -7.7301 5.8321 -7.3541  0.386
H -6.0760 5.5460 -6.9155  0.330
H -7.1215 6.5068 -5.9427  0.329
H -7.7849 3.4696 -6.5791  0.322
H -7.8010 3.0566 -4.1111  0.420
H -7.1221 4.6860 -3.8731  0.319
H -6.2031 1.5058 -4.9676  0.323
H -4.5393 1.8083 -5.0944  0.286
H -5.6584 2.2651 -6.4431  0.251
H -9.0499 5.4682 -4.9795  0.292
H -9.6393 3.9998 -5.2595  0.245
C -2.2483 12.5644 1.9199  -1.321
C -1.5567 11.4897 2.6862  0.609
C -1.2646 10.2850 1.6945  -1.006
O -0.7981 9.0161 2.1957  -0.406
C -1.7306 8.3250 3.0323  -0.755
N -0.3947 12.0812 3.3412  -0.773
H -3.2183 12.2157 1.5656  0.345
H -1.6371 12.6698 1.0235  0.298
H -2.3497 13.5094 2.4535  0.360
H -2.0964 11.0969 3.5479  0.383
H -0.4436 10.5871 1.0443  0.415
H -2.1454 10.0706 1.0893  0.430
H -2.7329 8.7197 2.8656  0.325
H -1.4280 8.6743 4.0195  0.262
H -1.7282 7.2464 3.1899  0.291
H -0.7754 12.3618 4.2336  0.282
H 0.2426 11.3245 3.5446  0.259